No. 1
116
Properties=species:S:1:pos:R:3:mulliken_charge:R:1 method="wB97M-V/def2-TZVPD" total_charge=+2 energy_ev=-119288.5036 largest_force_ev_per_a=0.8
Ta -1.01 1.40 -0.46 -0.31
C -2.70 1.62 -3.09 -0.84
N -1.60 2.42 -2.48 0.97
C -0.31 2.25 -3.24 -1.03
C 0.88 2.76 -2.43 -1.03
N 1.10 1.96 -1.18 0.57
C 1.98 0.79 -1.49 -1.10
C 1.80 2.71 -0.13 -0.51
C 2.80 3.62 -0.43 -0.60
C 3.46 4.27 0.60 -1.07
C 3.13 4.01 1.92 -0.93
C 2.15 3.08 2.22 -1.15
C 1.49 2.43 1.19 1.68
S 0.19 1.27 1.54 -0.33
C -1.97 3.85 -2.50 -0.63
C -2.53 4.42 -3.64 -0.89
C -2.83 5.77 -3.64 -0.91
C -2.56 6.55 -2.52 -0.73
C -1.98 5.97 -1.40 -1.02
C -1.68 4.61 -1.39 1.49
S -0.91 3.88 0.00 -0.21
H -2.69 1.71 -4.18 0.51
H -3.65 1.99 -2.71 0.43
H -2.59 0.57 -2.84 -0.39
H -0.38 2.84 -4.16 0.87
H -0.21 1.20 -3.51 -0.05
H 0.72 3.80 -2.15 0.61
H 1.77 2.70 -3.05 0.69
H 1.68 0.38 -2.44 0.16
H 1.93 0.04 -0.70 -0.03
H 3.01 1.16 -1.57 0.71
H 3.06 3.83 -1.46 0.55
H 4.23 4.99 0.36 0.49
H 3.64 4.53 2.73 0.49
H 1.87 2.88 3.25 0.65
H -2.75 3.83 -4.52 0.43
H -3.28 6.22 -4.52 0.45
H -2.79 7.60 -2.52 0.43
H -1.76 6.57 -0.52 0.54
Cl -3.29 2.43 0.86 -0.01
C -3.93 1.41 2.14 0.38
C -4.76 1.97 3.08 -0.75
C -5.17 1.18 4.14 -0.61
C -4.72 -0.14 4.25 -0.86
C -3.89 -0.68 3.28 -0.91
C -3.48 0.10 2.20 0.67
P -2.53 -0.52 0.78 1.06
C -1.82 -2.09 1.30 0.05
C -0.44 -2.20 1.48 0.27
C 0.09 -3.40 1.92 -0.39
C -0.73 -4.49 2.18 -1.26
C -2.11 -4.38 1.99 -1.05
C -2.65 -3.18 1.56 0.26
C -3.86 -0.93 -0.42 1.38
C -3.80 -2.09 -1.18 -0.55
C -4.83 -2.41 -2.06 -0.75
C -5.92 -1.57 -2.20 -0.77
C -5.99 -0.41 -1.44 -0.82
C -4.97 -0.09 -0.56 -0.94
H -5.07 3.01 3.00 0.56
H -5.82 1.59 4.90 0.44
H -5.03 -0.74 5.09 0.46
H -3.54 -1.70 3.38 0.44
H 0.23 -1.40 1.24 -0.52
H 1.17 -3.49 2.05 0.83
H -0.31 -5.42 2.52 0.49
H -2.75 -5.22 2.19 0.47
H -3.72 -3.11 1.41 0.65
H -2.96 -2.76 -1.09 0.45
H -4.77 -3.33 -2.63 0.50
H -6.72 -1.83 -2.88 0.43
H -6.85 0.25 -1.53 0.51
H -5.08 0.80 0.04 0.40
C -0.23 -3.03 -1.69 -0.40
Si -0.47 -1.46 -2.65 1.95
C -1.85 -1.54 -3.91 -1.29
C 1.05 -1.36 -3.72 -1.44
O -0.73 -0.14 -1.59 1.18
H -0.37 -3.89 -2.35 0.62
H -0.86 -3.17 -0.82 0.01
H 0.80 -3.06 -1.33 -0.40
H -1.79 -2.53 -4.36 0.44
H -1.67 -0.82 -4.72 0.35
H -2.88 -1.42 -3.56 0.28
H 0.96 -2.23 -4.38 0.50
H 1.99 -1.49 -3.18 0.20
H 1.13 -0.49 -4.38 0.43
C 5.20 -0.84 -0.40 -0.60
N 5.02 -1.00 1.04 0.42
C 6.29 -1.13 1.75 -1.10
P 3.62 -1.67 1.63 -0.30
O 2.50 -1.36 0.70 -0.24
N 3.70 -3.32 1.85 0.60
C 3.37 -4.18 0.72 -0.87
C 4.69 -3.92 2.74 -1.16
N 3.56 -1.11 3.17 0.40
C 3.91 0.27 3.49 -1.27
C 2.70 -1.72 4.18 -1.02
H 5.82 -1.63 -0.82 0.30
H 5.69 0.12 -0.60 0.34
H 4.23 -0.85 -0.89 -0.16
H 6.87 -1.98 1.39 0.31
H 6.12 -1.25 2.82 0.33
H 6.89 -0.23 1.60 0.35
H 2.59 -3.71 0.12 0.10
H 3.00 -5.14 1.08 0.37
H 4.24 -4.38 0.08 0.27
H 4.93 -3.25 3.56 0.34
H 5.61 -4.18 2.21 0.28
H 4.28 -4.85 3.16 0.38
H 4.36 0.77 2.64 0.39
H 4.60 0.30 4.34 0.35
H 3.01 0.83 3.78 0.33
H 2.55 -2.77 3.97 0.38
H 1.73 -1.22 4.22 0.16
H 3.18 -1.62 5.16 0.40

No. 2
116
Properties=species:S:1:pos:R:3:mulliken_charge:R:1 method="wB97M-V/def2-TZVPD" total_charge=-2 energy_ev=-119408.8877 largest_force_ev_per_a=0.5
Rb 0.01 0.74 -0.04 -0.01
N -3.23 -1.67 0.19 0.59
P -3.72 -0.08 -0.22 1.31
C -5.50 -0.08 0.25 0.15
C -6.43 -0.99 -0.23 -0.29
C -7.75 -0.96 0.19 -0.75
C -8.15 0.00 1.11 -0.43
C -7.24 0.92 1.60 -0.61
C -5.92 0.88 1.17 -0.39
C -3.86 -0.25 -2.03 -0.18
C -4.89 0.36 -2.74 -0.64
C -4.88 0.37 -4.13 -0.72
C -3.83 -0.23 -4.82 -0.77
C -2.80 -0.83 -4.12 -0.13
C -2.81 -0.84 -2.74 0.26
C -2.57 -1.94 1.39 -0.06
C -2.78 -3.16 2.05 -1.14
C -2.11 -3.38 3.24 -0.62
C -1.28 -2.39 3.75 -0.87
C -1.14 -1.22 3.02 -0.24
N -1.76 -1.01 1.86 0.60
H -3.78 -2.44 -0.16 0.36
H -6.12 -1.73 -0.97 0.33
H -8.46 -1.68 -0.19 0.38
H -9.18 0.03 1.45 0.37
H -7.55 1.68 2.31 0.43
H -5.20 1.60 1.55 0.38
H -5.70 0.84 -2.21 0.39
H -5.68 0.85 -4.67 0.37
H -3.82 -0.22 -5.91 0.37
H -1.96 -1.28 -4.64 0.52
H -1.97 -1.28 -2.22 -0.34
H -3.45 -3.90 1.64 0.40
H -2.24 -4.32 3.77 0.34
H -0.73 -2.52 4.67 0.49
H -0.51 -0.40 3.35 0.24
C -2.35 3.16 1.78 0.12
Si -1.16 3.06 3.22 -0.11
C -2.22 2.67 4.76 -1.16
C -0.47 4.81 3.47 -1.12
N -0.02 1.87 2.88 0.56
C 1.08 1.56 3.57 0.09
C 1.51 2.09 4.82 -0.41
C 2.68 1.70 5.45 -0.96
C 3.52 0.74 4.89 -0.63
C 3.15 0.17 3.67 -0.76
C 1.98 0.57 3.08 0.39
F 1.63 -0.02 1.90 0.40
H -3.13 3.91 1.93 0.50
H -2.82 2.19 1.61 -0.57
H -1.81 3.42 0.86 -0.25
H -3.03 3.40 4.88 0.34
H -1.62 2.68 5.67 0.30
H -2.66 1.68 4.66 0.28
H -1.28 5.53 3.58 0.32
H 0.12 5.09 2.59 0.29
H 0.18 4.88 4.34 0.27
H 0.88 2.84 5.30 0.11
H 2.94 2.16 6.40 0.33
H 4.45 0.45 5.38 0.41
H 3.75 -0.58 3.18 0.27
S 2.24 3.47 -1.29 -0.39
C 0.66 3.95 -1.62 -0.21
N -0.43 3.22 -1.52 0.54
C -1.56 3.90 -1.92 -1.62
C -2.85 3.35 -1.95 0.49
C -3.91 4.13 -2.38 -0.65
C -3.71 5.45 -2.78 -0.62
C -2.44 6.01 -2.76 -0.34
C -1.37 5.23 -2.33 0.53
S 0.32 5.60 -2.21 -0.42
H -2.99 2.33 -1.64 0.54
H -4.90 3.70 -2.41 0.40
H -4.55 6.05 -3.11 0.35
H -2.29 7.03 -3.07 0.36
C 0.10 0.79 -3.62 -0.75
O 0.29 -0.32 -2.76 0.01
Si 1.70 -1.27 -2.85 0.29
C 3.04 -0.06 -3.42 -1.31
C 1.41 -2.35 -4.39 -1.20
C 2.04 -2.10 -1.32 1.50
Si 3.68 -1.88 -0.60 0.25
C 3.86 -2.63 1.14 -0.82
C 4.29 -0.10 -0.42 -0.83
C 5.08 -2.76 -1.56 -1.25
Si 1.08 -3.54 -0.81 -0.16
C 0.78 -3.74 1.06 -0.48
C 1.82 -5.21 -1.33 -1.21
C -0.70 -3.57 -1.49 0.11
H 0.21 0.51 -4.68 0.24
H 0.81 1.59 -3.40 0.17
H -0.91 1.19 -3.48 0.00
H 2.82 0.26 -4.45 0.37
H 4.03 -0.52 -3.43 0.33
H 3.09 0.84 -2.80 0.19
H 1.10 -1.73 -5.24 0.28
H 0.65 -3.13 -4.25 0.28
H 2.34 -2.85 -4.66 0.31
H 3.17 -2.16 1.86 -0.07
H 4.88 -2.45 1.48 0.39
H 3.68 -3.71 1.17 0.30
H 3.49 0.62 -0.23 0.03
H 4.83 0.25 -1.31 0.41
H 4.99 -0.04 0.43 0.41
H 4.89 -3.83 -1.60 0.27
H 6.05 -2.59 -1.08 0.30
H 5.14 -2.40 -2.59 0.28
H 1.53 -4.36 1.55 0.50
H -0.19 -4.21 1.22 0.33
H 0.77 -2.77 1.57 -0.34
H 2.84 -5.33 -0.96 0.24
H 1.86 -5.28 -2.43 0.28
H 1.22 -6.05 -0.96 0.34
H -1.34 -2.97 -0.84 -0.64
H -1.07 -4.60 -1.46 0.46
H -0.82 -3.19 -2.51 0.11

No. 3
121
Properties=species:S:1:pos:R:3:mulliken_charge:R:1 method="wB97M-V/def2-TZVPD" total_charge=-1 energy_ev=-216908.1008 largest_force_ev_per_a=1.3
Rb -0.67 0.14 -0.13 0.54
C -1.38 6.63 -5.36 -0.92
O -0.75 5.91 -4.32 -0.47
C -1.19 4.63 -4.09 0.92
C -2.36 4.12 -4.69 -1.13
C -2.72 2.83 -4.38 -0.81
C -1.99 2.00 -3.52 0.94
C -2.45 0.63 -3.26 0.44
C -3.81 0.19 -3.79 -1.41
O -1.81 -0.19 -2.61 -0.36
C -0.79 2.53 -2.89 -0.13
O -0.08 1.87 -2.09 -0.39
C -0.44 3.88 -3.23 -0.48
H -0.79 7.54 -5.50 0.27
H -2.40 6.91 -5.10 0.31
H -1.39 6.07 -6.29 0.37
H -2.97 4.71 -5.36 0.35
H -3.63 2.45 -4.84 0.18
H -3.98 0.45 -4.83 0.39
H -4.60 0.66 -3.19 0.32
H -3.88 -0.89 -3.67 0.29
H 0.44 4.30 -2.77 0.38
Se 3.38 -2.45 -1.74 -0.09
Se 2.05 -2.91 -3.57 -0.04
C 0.38 -3.43 -2.73 0.18
C -0.40 -4.33 -3.45 -0.62
C -1.60 -4.74 -2.89 -0.56
C -1.96 -4.24 -1.65 -1.15
C -1.11 -3.34 -1.02 0.21
N 0.05 -2.95 -1.55 0.27
C 3.39 -0.52 -1.76 -0.03
C 4.35 0.13 -2.52 -0.42
C 4.37 1.52 -2.49 -0.34
C 3.45 2.19 -1.71 -0.87
C 2.53 1.44 -0.98 -0.25
N 2.50 0.11 -1.00 0.10
H -0.08 -4.70 -4.42 0.41
H -2.24 -5.44 -3.41 0.39
H -2.89 -4.52 -1.17 0.52
H -1.38 -2.89 -0.06 0.46
H 5.06 -0.44 -3.11 0.42
H 5.11 2.06 -3.07 0.36
H 3.42 3.27 -1.67 0.44
H 1.79 1.92 -0.37 0.52
C -4.15 3.96 0.58 -1.12
Si -3.77 2.36 1.49 0.17
C -4.97 2.28 2.96 -1.13
C -4.27 0.96 0.35 -0.46
N -2.15 2.15 1.88 0.78
C -1.32 2.82 2.68 0.04
C -1.66 3.85 3.61 -0.25
C -0.74 4.47 4.43 -1.07
C 0.61 4.12 4.40 -0.56
C 1.00 3.13 3.50 -0.52
C 0.07 2.52 2.71 -0.02
F 0.50 1.54 1.86 -0.05
H -5.19 3.95 0.21 0.33
H -3.49 4.06 -0.29 0.27
H -4.02 4.84 1.20 0.26
H -5.94 2.70 2.69 0.45
H -4.60 2.83 3.83 0.27
H -5.14 1.24 3.27 0.25
H -5.35 0.97 0.15 0.46
H -4.00 -0.01 0.78 0.09
H -3.76 1.05 -0.61 -0.30
H -2.71 4.15 3.65 0.31
H -1.07 5.24 5.11 0.36
H 1.33 4.61 5.04 0.37
H 2.04 2.80 3.43 0.46
O 2.30 -1.21 3.57 -0.67
N 1.58 -1.78 2.82 0.24
N -1.70 -1.70 1.71 -0.31
P -1.49 -1.93 3.16 -1.62
N -1.44 -0.88 4.42 1.47
C -0.36 -0.52 5.35 -0.34
C -0.47 0.95 5.73 -0.47
C -1.76 1.21 6.50 -0.98
C -2.94 0.42 5.89 -1.17
C -2.65 0.00 4.46 0.49
N -2.17 -3.28 3.85 1.17
C -2.93 -4.20 2.99 -0.52
C -2.90 -5.60 3.59 -0.58
C -3.61 -5.63 4.95 -0.68
C -3.50 -4.26 5.65 -1.16
C -2.19 -3.58 5.28 0.14
N 1.00 -2.96 3.33 0.75
C 0.84 -3.90 2.21 -0.15
C 2.13 -4.68 2.03 -0.71
C 2.38 -5.56 3.27 -0.71
C 1.65 -5.01 4.50 -0.52
C 1.64 -3.49 4.55 -0.79
H 0.61 -0.72 4.92 0.26
H -0.45 -1.13 6.26 0.12
H -0.46 1.55 4.82 -0.51
H 0.40 1.24 6.31 0.66
H -1.98 2.28 6.49 0.39
H -1.63 0.92 7.55 0.45
H -3.85 1.01 5.89 0.45
H -3.14 -0.48 6.49 0.28
H -2.50 0.86 3.80 -0.96
H -3.49 -0.57 4.06 0.89
H -2.52 -4.17 1.99 0.05
H -3.97 -3.86 2.91 0.50
H -1.85 -5.90 3.71 0.01
H -3.35 -6.31 2.90 0.52
H -3.17 -6.40 5.59 0.29
H -4.66 -5.89 4.82 0.34
H -3.57 -4.37 6.73 0.44
H -4.32 -3.61 5.34 0.33
H -1.36 -4.24 5.56 0.00
H -2.06 -2.65 5.83 0.07
H 0.58 -3.30 1.33 0.15
H -0.01 -4.55 2.43 -0.14
H 2.94 -3.95 1.90 0.34
H 2.09 -5.27 1.12 0.35
H 3.45 -5.63 3.47 0.34
H 2.03 -6.57 3.08 0.34
H 2.10 -5.38 5.43 0.55
H 0.61 -5.37 4.50 -0.14
H 2.66 -3.08 4.61 0.57
H 1.11 -3.13 5.43 0.20